ORCA calculation (wB97M-V/def2-TZVPD) on C25H31BBrF3N3O5PRuS as an isolated structure.

Values from the calculation:
Orbital gap (spin up / spin down) ... 0.2073 / 0.2911 hartree
ΔE to the lowest compared entry with this formula, charge and spin ... 0.0 kcal per mole
⟨S²⟩ ... 8.778
HOMO (spin up / spin down) ... -7.78 / -10.44 eV
LUMO energy (spin up / spin down) ... -2.142 / -2.519 eV
Net charge ... +1
Spin multiplicity ... 6

Each line ends with the Mulliken spin population.
Geometry (Å):
C1 1.056 0.129 -3.648  0.00
C2 3.697 0.983 3.642  0.00
C3 0.147 -0.007 -2.632  0.00
P1 -2.969 -2.859 -0.644  0.01
Br1 1.188 -1.833 0.996  0.04
H1 -2.858 4.141 3.603  0.00
F1 -2.207 -3.935 3.421  0.00
C4 -1.675 -1.630 3.198  -0.03
H2 1.102 -0.599 -4.443  0.00
S1 -0.606 2.808 2.670  0.23
H3 -5.098 -2.251 0.204  0.00
H4 2.459 2.994 -2.503  0.00
C5 3.522 -1.151 2.525  0.00
H5 4.605 0.671 -3.416  0.00
H6 5.190 -0.561 3.723  0.00
H7 -2.055 -5.021 -0.342  0.00
C6 1.805 2.137 -2.539  0.00
H8 -5.234 3.740 3.574  0.02
H9 1.516 1.656 -6.269  0.00
C7 4.225 -0.269 3.329  0.00
F2 -3.685 -2.511 4.098  0.00
C8 -1.682 -4.004 -0.214  0.00
N1 -2.659 1.346 2.019  0.16
N2 1.760 0.459 2.338  0.08
B1 -1.432 -0.664 -1.288  0.01
C9 2.295 -0.714 2.069  0.00
H10 -4.616 -3.888 0.718  0.00
O1 -2.395 -1.397 -0.649  -0.02
H11 2.756 3.559 -4.862  0.00
H12 1.977 2.245 3.330  -0.01
O2 -0.957 0.497 -0.717  0.07
C10 4.130 0.422 -4.366  0.00
C11 2.453 1.297 3.117  -0.02
Ru1 -0.568 0.412 1.785  3.43
H13 4.585 1.529 5.513  0.00
C12 -4.574 3.023 3.118  0.42
C13 0.054 0.899 -1.595  -0.04
O3 -0.905 -0.844 3.758  0.07
C14 1.914 1.238 -3.601  0.00
C15 -2.302 2.461 2.596  -0.03
H14 -4.123 -4.171 -2.266  0.00
C16 -3.580 -3.227 -2.277  0.00
H15 -4.247 0.065 1.510  0.07
C17 -4.959 1.849 2.527  -0.15
H16 -6.006 1.591 2.493  -0.01
F3 -1.889 -2.845 5.262  0.00
C18 3.545 2.822 -4.718  0.00
H17 2.165 0.016 -6.169  0.00
C19 2.412 1.071 -6.063  0.00
C20 0.873 1.993 -1.511  0.02
N3 -3.204 3.314 3.145  0.16
H18 -0.831 -3.855 -0.881  0.00
H19 3.901 -2.128 2.272  0.00
H20 -2.745 -3.296 -2.974  0.00
C21 -4.007 1.002 1.981  0.47
H21 -1.388 -3.835 0.819  0.00
H22 0.792 2.702 -0.699  0.01
C22 -4.271 -2.868 0.556  -0.02
O4 -1.974 -1.615 1.978  0.00
H23 3.766 -0.603 -4.304  0.00
H24 5.410 2.186 4.104  0.00
H25 4.887 0.466 -5.149  0.00
H26 4.093 3.074 -3.810  0.00
H27 4.245 2.911 -5.548  0.00
C23 2.987 1.398 -4.679  0.00
H28 -4.251 -2.431 -2.600  0.00
C24 4.431 1.951 4.521  0.00
C25 -2.362 -2.738 4.030  0.01
O5 -0.798 -1.021 -2.448  0.00
H29 3.151 1.303 -6.829  0.00
H30 -3.856 -2.468 1.482  0.02
H31 3.875 2.879 4.632  0.00

ORCA calculation (wB97M-V/def2-TZVPD) on a 21-piece molecular cluster, C25H31BCl60FO2 overall at a distorted geometry.

Values from the calculation:
Orbital gap ... 0.2213 hartree
HOMO ... -4.67 eV
LUMO energy ... 1.348 eV
Net charge ... -1

Each line ends with the Mulliken charge.
Geometry (Å):
H1 -2.125 -0.063 -2.160  0.34
C1 -2.085 -4.920 -5.522  0.04
B1 2.953 -0.829 1.607  1.21
C2 3.813 -4.404 4.246  -0.13
Cl1 -2.997 -3.414 -5.685  -0.10
H2 3.821 -1.107 2.382  -0.36
Cl2 1.167 -0.785 15.205  -0.14
H3 3.292 0.255 1.149  -0.36
Cl3 -2.431 -1.334 1.904  0.04
H4 -4.540 -0.449 2.433  0.30
H5 2.408 -0.276 -0.717  0.12
Cl4 0.056 1.228 5.133  0.01
Cl5 8.874 -9.731 -4.674  -0.13
H6 0.293 8.710 -8.403  0.35
Cl6 6.437 -0.259 -6.435  -0.12
Cl7 2.945 8.293 -4.095  -0.09
Cl8 -6.399 1.687 -5.034  -0.09
C3 -1.906 3.223 -5.196  -0.13
Cl9 1.724 -0.932 12.357  -0.11
Cl10 -7.080 2.066 0.743  0.04
Cl11 5.365 -3.655 3.853  -0.14
Cl12 3.274 -5.260 13.087  -0.13
Cl13 -0.602 -0.891 -5.445  -0.06
Cl14 3.602 -10.294 -0.124  -0.13
H7 -1.615 5.310 3.415  0.29
Cl15 -2.749 -0.003 8.825  -0.14
H8 0.046 -1.298 1.109  -0.34
Cl16 6.468 -9.401 -3.076  -0.09
Cl17 9.508 -0.279 -9.720  -0.13
H9 -4.728 6.878 -4.722  0.21
Cl18 -9.039 -1.375 4.001  -0.12
H10 1.858 -3.583 13.916  -0.13
Cl19 -1.422 2.576 8.617  -0.15
C4 2.134 9.284 -2.878  0.00
Cl20 0.809 6.453 -8.025  -0.10
Cl21 -9.310 1.706 -5.025  -0.14
H11 -7.842 3.415 -4.372  0.06
Cl22 0.409 8.900 -2.797  -0.11
Cl23 -6.180 5.531 -3.477  -0.10
C5 0.786 -0.473 0.958  0.28
C6 -4.087 -0.860 1.537  -0.03
Cl24 -7.104 4.894 1.415  -0.15
H12 0.317 -2.610 -0.994  0.27
H13 -7.768 3.079 2.739  0.24
Cl25 0.027 8.470 -6.084  -0.03
Cl26 6.205 -9.111 0.393  -0.11
C7 -7.846 2.340 -4.260  0.21
Cl27 -7.541 1.101 4.271  -0.04
H14 1.612 -2.051 -2.175  0.07
Cl28 9.183 -3.134 -9.285  -0.13
C8 8.106 -8.812 -3.373  0.07
H15 -0.103 -0.894 -3.115  -0.91
H16 4.142 0.108 -6.774  -0.40
C9 5.024 0.177 -7.404  0.80
C10 -0.116 7.936 -7.763  -0.11
Cl29 0.385 -5.332 13.393  -0.12
Cl30 7.711 -1.812 -11.415  -0.13
H17 -1.442 2.902 -6.123  0.22
H18 4.098 -8.085 0.498  0.27
Cl31 -5.419 5.275 -6.285  -0.10
H19 -1.631 -0.360 -0.451  -0.19
Cl32 -1.813 7.696 -8.199  -0.11
Cl33 -0.245 3.701 2.398  -0.03
O1 2.608 -1.829 0.555  -0.86
Cl34 2.087 -5.051 15.734  -0.14
H20 -1.883 -1.761 -1.635  0.34
Cl35 1.414 -1.016 6.400  -0.13
H21 -0.802 0.538 7.629  -0.68
Cl36 2.478 -3.363 3.759  0.00
H22 7.567 -1.443 -9.102  -0.19
H23 8.687 -8.954 -2.468  0.27
C11 1.896 -4.663 14.019  0.51
Cl37 4.232 -9.265 2.521  -0.13
H24 0.675 -0.824 4.169  -0.74
C12 -6.956 3.248 2.049  -0.06
C13 0.914 -1.744 -1.359  -0.85
C14 -1.201 0.821 8.598  1.02
Cl38 -0.894 3.990 5.216  -0.06
C15 0.272 -0.526 5.141  1.10
H25 2.346 0.747 13.874  0.29
Cl39 -5.422 3.056 2.920  -0.07
F1 0.436 0.642 -1.907  -0.35
C16 0.882 0.047 -5.244  0.39
H26 0.704 0.813 -4.496  -0.02
Cl40 -6.852 7.635 -5.366  -0.13
Cl41 -0.977 2.561 -3.845  0.01
H27 3.765 -4.543 5.320  0.31
C17 8.384 -1.641 -9.789  0.58
C18 -1.521 -0.722 -1.484  -0.86
C19 1.453 0.148 13.731  0.06
Cl42 -4.098 0.388 0.286  -0.10
C20 4.483 -9.058 0.785  0.09
Cl43 0.555 6.100 3.833  -0.14
Cl44 3.680 -5.994 3.476  -0.11
H28 -9.020 0.121 5.807  0.32
Cl45 8.089 -7.087 -3.755  -0.11
H29 -2.041 -5.179 -4.470  0.29
Cl46 -0.046 0.327 9.841  -0.06
H30 0.349 0.534 0.740  0.10
Cl47 -7.809 1.963 -2.537  -0.07
Cl48 -3.563 2.611 -5.159  0.04
Cl49 -5.037 -2.264 1.028  -0.17
O2 1.573 -0.554 2.157  -0.68
C21 -9.013 0.234 4.729  -0.01
Cl50 -1.892 4.991 -5.152  -0.09
Cl51 1.324 0.845 -6.761  -0.16
Cl52 -1.285 -1.336 5.387  -0.17
C22 -0.675 4.838 3.679  -0.07
C23 1.734 -1.022 -0.235  0.03
Cl53 2.373 11.004 -3.215  -0.12
Cl54 0.101 1.237 13.412  -0.11
Cl55 -10.446 1.156 4.258  -0.14
C24 -0.053 -0.668 -2.025  1.99
Cl56 4.830 -0.945 -8.756  -0.13
Cl57 -2.895 -6.234 -6.384  -0.14
Cl58 2.200 -0.987 -4.679  -0.19
Cl59 -0.432 -4.713 -6.113  -0.10
Cl60 5.160 1.840 -7.991  -0.13
C25 -5.673 6.390 -4.935  0.10
H31 2.575 9.063 -1.913  0.33

ORCA calculation (wB97M-V/def2-TZVPD) on C25H31ClCsI2N4O5S2 as an isolated structure at a distorted geometry.

Values from the calculation:
Orbital gap (spin up / spin down) ... 0.0637 / 0.0638 hartree
ΔE to the lowest compared entry with this formula, charge and spin ... 51.7 kcal per mole
HOMO (spin up / spin down) ... -2.76 / -2.79 eV
LUMO energy (spin up / spin down) ... -1.025 / -1.054 eV
Net charge ... -1

Each line ends with the Mulliken charge.
Geometry (Å):
H1 1.293 -0.127 4.339  0.40
I1 -0.423 5.109 -0.253  0.03
N1 -3.093 0.460 -1.929  -0.57
H2 -4.249 -3.111 -2.500  0.35
C1 -1.245 2.605 3.375  -0.75
C2 -1.401 -0.733 -4.020  -0.01
C3 0.617 -2.061 -4.113  -0.55
H3 0.954 4.009 2.990  0.48
O1 3.151 -0.257 2.051  -0.52
H4 4.369 -3.104 3.094  0.31
C4 -0.707 0.313 -3.436  -0.25
C5 -0.932 2.868 -3.692  -1.16
S1 -3.579 -1.549 -0.377  -0.24
C6 -1.254 -4.544 -1.899  -0.51
H5 -0.459 -4.546 -1.161  0.39
H6 1.673 5.161 -1.860  0.46
H7 -2.036 -5.880 -4.914  0.34
O2 4.626 4.131 2.327  -0.17
H8 -1.749 1.669 5.318  0.36
C7 0.325 0.358 4.190  -0.74
H9 5.200 -1.949 2.006  0.25
H10 -1.438 3.665 3.215  0.39
C8 -2.472 -0.314 -1.120  0.07
C9 -0.759 -1.918 -4.352  -0.59
H11 -4.045 -4.473 -4.552  0.35
C10 -1.427 1.578 -3.098  0.80
H12 1.500 3.380 5.206  0.25
N2 -2.481 1.616 -2.380  -0.53
C11 4.240 -2.321 2.355  -0.55
H13 1.092 -3.003 -4.366  0.36
H14 -2.467 -0.632 -4.177  0.33
H15 0.494 1.388 5.972  0.33
C12 -3.381 -3.740 -2.651  -0.21
C13 -2.515 -3.017 -0.358  -0.99
I2 3.006 4.310 0.370  0.14
C14 -2.387 -3.765 -1.674  0.78
C15 1.446 2.532 4.527  -0.85
H16 -0.481 -0.275 4.564  0.21
H17 -1.291 2.941 -4.723  0.25
C16 -0.996 2.325 4.883  -0.48
H18 2.372 1.963 4.581  0.39
N3 -0.077 2.220 2.605  0.18
Cl1 3.447 -3.067 0.929  -0.21
C17 0.726 0.213 -3.233  0.12
N4 0.325 1.628 5.000  -0.02
H19 -2.108 2.045 3.017  0.41
H20 -0.653 0.243 2.221  0.40
C18 1.414 4.427 -1.106  -0.13
C19 3.384 -1.155 2.889  0.46
C20 0.152 0.787 2.711  1.16
C21 1.352 -1.039 -3.586  -0.38
O3 3.896 4.105 3.423  -0.02
H21 1.201 3.470 -1.575  -0.38
C22 -2.134 -5.290 -4.011  -0.50
H22 -0.236 -5.897 -3.214  0.38
C23 1.106 2.936 3.078  -0.11
H23 -2.937 -3.681 0.397  0.48
C24 -1.127 -5.301 -3.057  -0.46
O4 1.406 1.138 -2.730  -0.85
H24 2.421 -1.111 -3.423  0.54
C25 -3.260 -4.502 -3.806  -0.55
O5 3.010 -1.223 4.076  -0.79
H25 0.155 2.897 -3.704  0.29
H26 -1.317 -2.741 -4.774  0.57
Cs1 2.337 0.582 -0.276  1.37
S2 -0.835 -0.267 -0.633  -0.56
H27 -1.332 3.708 -3.126  0.24
H28 1.955 2.692 2.448  -0.18
H29 -0.934 3.238 5.474  0.33
H30 1.103 0.584 2.235  -1.31
H31 -1.532 -2.701 -0.009  0.15

E_tot: -5244.58305 -28857.87990 -3438.38489 (Eh)